Record 1
Molecular formula: C19H21NO2Si
Method: DFT, the ωB97M-V functional and the def2-TZVPD basis

The geometry in ORCA input format:
```
! RIJCOSX wB97M-V def2-TZVPD def2/J DEFGRID3
* xyz 0 1
C 1.54 0.95 -2.87
Si 1.75 1.55 -1.15
C 3.07 2.91 -1.56
C 2.62 0.09 -0.22
C 0.30 2.07 -0.18
C -0.73 1.25 0.33
C -0.77 -0.21 0.28
N -0.18 -0.80 -0.77
C -0.10 -2.15 -0.59
C 0.58 -2.86 -1.63
C 0.75 -4.21 -1.56
C 0.26 -4.92 -0.41
C -0.35 -4.20 0.56
C -0.76 -2.86 0.39
C -1.68 -2.19 1.23
C -1.66 -0.87 1.30
C -2.44 -0.13 2.39
O -3.81 -0.51 2.22
C -2.18 1.38 2.45
C -1.83 1.98 1.05
C -1.24 3.43 1.13
C 0.04 3.41 0.34
O 0.64 4.45 0.10
H 2.43 0.48 -3.19
H 1.27 1.73 -3.57
H 0.76 0.19 -2.96
H 2.54 3.71 -2.00
H 3.66 2.51 -2.39
H 3.74 3.37 -0.76
H 2.42 -0.77 -0.82
H 3.66 0.05 0.01
H 2.05 0.05 0.72
H 0.95 -2.38 -2.52
H 1.38 -4.66 -2.35
H 0.56 -6.02 -0.26
H -0.63 -4.76 1.39
H -2.34 -2.75 1.86
H -2.17 -0.51 3.37
H -4.00 -0.89 1.33
H -1.34 1.48 3.16
H -3.00 1.94 2.78
H -2.72 2.01 0.45
H -1.13 3.58 2.21
H -1.91 4.09 0.69
*
```

Properties
orbital gap: 7.9 eV
SMILES string: C[Si](C)(C)C1=C2c3nc4ccccc4cc3[C@H](O)C[C@H]2CC1=O
calculated total energy: -1231.3196 Eh
molecular weight: 323.47 g mol⁻¹
LUMO: -0.99 eV

These are the Mulliken partial charges, in e, on atoms 1 to 5: -1.2321, 0.5875, -1.1586, -1.1986, -0.1833



Record 2
Molecular formula: C11H14N2
Method: DFT, the ωB97M-V functional and the def2-TZVPD basis

The geometry in ORCA input format:
```
! RIJCOSX wB97M-V def2-TZVPD def2/J DEFGRID3
* xyz 0 1
C 4.18 0.85 -0.41
C 3.09 1.83 0.10
C 2.23 1.96 1.17
N 1.26 2.95 0.97
C 1.64 3.50 -0.31
N 2.79 2.81 -0.75
H 3.79 0.33 -1.25
H 4.34 -0.03 0.30
H 5.06 1.34 -0.60
H 2.18 1.52 2.14
H 0.51 3.05 1.48
H 0.97 4.14 -0.95
C 0.04 -2.16 -0.36
C -1.54 -1.93 -0.19
C -2.22 -1.39 -1.30
C -3.49 -0.88 -1.09
C -4.11 -0.74 0.22
C -3.50 -1.68 1.14
C -2.17 -2.13 0.98
H 0.68 -1.57 0.37
H 0.29 -2.16 -1.48
H 0.40 -3.23 -0.03
H -1.84 -1.29 -2.36
H -3.78 -0.33 -2.02
H -4.99 -0.13 0.35
H -3.99 -1.95 2.05
H -1.82 -2.67 1.80
*
```

Properties
orbital gap: 9.1 eV
SMILES string: Cc1c[nH]cn1.Cc1ccccc1
calculated total energy: -536.9596 Eh
molecular weight: 174.25 g mol⁻¹
LUMO: 0.72 eV

These are the Mulliken partial charges, in e, on atoms 1 to 5: -1.0226, 0.5579, -0.4352, 0.0123, -0.2320



Record 3
Molecular formula: C11H20BrCrIN3O11P2
Method: DFT, the ωB97M-V functional and the def2-TZVPD basis

The geometry in ORCA input format:
```
! RIJCOSX wB97M-V def2-TZVPD def2/J DEFGRID3
* xyz 0 2
Cr -0.13 0.28 0.37
N 2.00 0.06 -0.06
C 2.54 -0.77 -1.15
C 2.43 -2.22 -0.79
O 3.12 -3.08 -1.27
O 1.48 -2.36 0.13
H 2.23 1.03 -0.24
H 2.47 -0.19 0.81
H 3.58 -0.54 -1.37
H 1.95 -0.59 -2.04
C -2.22 1.76 -4.04
C -1.78 1.25 -2.68
O -2.94 1.00 -1.89
P -0.80 2.53 -1.78
O -1.84 3.56 -1.23
O -0.05 3.43 -2.85
O 0.18 1.99 -0.77
P -0.70 -0.23 -2.82
O 0.64 0.46 -3.47
O -1.21 -1.26 -3.72
O -0.37 -0.55 -1.37
H -2.78 2.69 -3.94
H -2.87 1.00 -4.48
H -1.37 1.94 -4.70
H -2.83 0.21 -1.33
H -2.51 3.10 -0.68
H 0.79 3.03 -3.10
H 0.75 0.11 -4.36
N -0.05 -4.18 1.40
C -1.40 -3.66 1.13
C -1.47 -2.19 0.73
O -2.45 -1.80 0.14
O -0.48 -1.44 1.20
H -0.12 -5.16 1.68
H 0.36 -3.67 2.17
H 1.27 -3.24 0.43
H -2.08 -3.76 1.98
H -1.83 -4.22 0.30
I 2.33 3.19 1.34
C 1.44 1.91 2.73
C 1.73 2.22 4.05
C 1.16 1.48 5.06
C 0.31 0.45 4.71
C 0.07 0.20 3.37
N 0.63 0.90 2.37
H 2.39 3.05 4.26
H 1.37 1.71 6.10
H -0.19 -0.16 5.45
H -0.58 -0.59 3.07
Br -2.19 1.31 1.14
*
```

Properties
orbital gap (spin up / spin down): 8.3 / 8.6 eV
calculated total energy: -6022.2951 Eh
molecular weight: 691.04 g mol⁻¹
LUMO (spin up / spin down): -0.88 / -0.49 eV

These are the Mulliken partial charges, in e, on atoms 1 to 5: 1.4233, -0.0282, -0.2302, 0.3903, -0.6204



Record 4
Molecular formula: C15H25N5O5Pt
Method: DFT, the ωB97M-V functional and the def2-TZVPD basis

The geometry in ORCA input format:
```
! RIJCOSX wB97M-V def2-TZVPD def2/J DEFGRID3
* xyz 0 3
O 0.82 3.68 -0.55
H 0.96 4.65 -0.78
Pt 0.01 0.59 -0.45
N -1.12 -0.27 -1.79
N 1.22 -0.74 -1.42
O -2.42 0.15 -1.93
O 2.52 -1.16 -1.10
C -0.66 -1.21 -2.62
C 0.68 -1.51 -2.35
C -1.50 -1.93 -3.57
C 1.59 -2.57 -2.77
H -2.40 -1.44 -3.97
H -1.81 -2.88 -3.13
H -0.92 -2.13 -4.46
H 1.67 -3.37 -2.04
H 2.59 -2.21 -2.94
H 1.25 -3.03 -3.69
H -2.85 -0.46 -2.60
H 2.84 -0.71 -0.29
O 0.06 -3.33 0.39
H -0.88 -3.34 0.26
H 0.26 -4.27 0.71
C 2.37 2.97 -0.91
H 3.08 3.26 -0.12
H 2.23 3.39 -1.89
H 2.73 1.91 -1.16
O -0.57 2.16 -1.63
H -1.53 1.97 -1.70
H 0.00 2.93 -1.05
N -1.18 -0.90 1.64
C 0.24 -0.91 1.90
C 0.74 -1.72 2.91
C 2.01 -1.45 3.40
C 2.77 -0.44 2.79
C 2.30 0.22 1.68
N 1.05 -0.05 1.23
C -1.77 0.42 1.69
C -2.92 0.58 2.44
C -3.42 1.89 2.57
C -2.73 2.98 2.02
C -1.62 2.74 1.27
N -1.27 1.45 0.96
H -1.73 -1.59 2.21
H 0.08 -2.53 3.30
H 2.43 -2.03 4.23
H 3.74 -0.16 3.16
H 2.78 1.04 1.16
H -3.42 -0.29 2.86
H -4.29 2.09 3.15
H -3.07 4.03 2.09
H -0.93 3.50 0.89
*
```

Properties
orbital gap (spin up / spin down): 3.8 / 5.7 eV
calculated total energy: -1355.4472 Eh
molecular weight: 550.47 g mol⁻¹
LUMO (spin up / spin down): 0.09 / 0.07 eV

These are the Mulliken partial charges, in e, on atoms 1 to 5: -0.5226, 0.3158, 0.9194, 0.1197, 0.2864